No. 1
Molecular formula: C43H31BrN6O2PdSb
Method: DFT, ωB97M-V with the def2-TZVPD basis set

Structure (ORCA input):
```
! RIJCOSX wB97M-V def2-TZVPD def2/J DEFGRID3
* xyz 1 1
Pd 0.617 0.434 0.107
C -0.314 -1.419 -4.537
C -0.030 -0.331 -3.715
N 0.764 -0.444 -2.664
C 1.251 -1.659 -2.412
C 0.921 -2.751 -3.203
N 0.150 -2.633 -4.280
C 2.241 -1.774 -1.306
C 3.290 -2.684 -1.365
C 4.277 -2.682 -0.389
C 4.211 -1.705 0.603
C 3.143 -0.830 0.613
N 2.158 -0.910 -0.292
C 3.048 0.324 1.543
C 3.878 0.491 2.640
N 3.834 1.567 3.414
C 2.957 2.500 3.084
C 2.089 2.356 2.009
N 2.119 1.265 1.247
C 5.397 -3.651 -0.436
C 5.185 -4.963 -0.841
C 6.262 -5.836 -0.867
N 7.501 -5.489 -0.531
C 7.697 -4.231 -0.147
C 6.688 -3.282 -0.079
H -0.937 -1.303 -5.415
H -0.449 0.647 -3.920
H 1.275 -3.747 -2.966
H 3.371 -3.349 -2.213
H 4.985 -1.635 1.353
H 4.594 -0.273 2.910
H 2.921 3.393 3.694
H 1.368 3.121 1.768
H 4.198 -5.320 -1.103
H 6.120 -6.867 -1.171
H 8.713 -3.964 0.116
H 6.928 -2.268 0.214
Br -2.753 -2.066 -2.254
C -3.139 -2.720 -0.514
C -4.228 -3.580 -0.448
C -4.605 -4.141 0.760
C -3.887 -3.844 1.910
C -2.808 -2.983 1.832
C -2.411 -2.399 0.627
C -1.245 -1.446 0.722
O -0.898 -0.840 -0.374
O -0.689 -1.260 1.807
H -4.773 -3.811 -1.353
H -5.453 -4.812 0.796
H -4.164 -4.280 2.860
H -2.236 -2.733 2.714
C -0.615 5.665 3.535
C -0.524 5.894 2.171
C -0.771 4.861 1.275
C -1.108 3.594 1.747
C -1.191 3.366 3.120
C -0.950 4.404 4.009
Sb -1.310 2.027 0.350
C -1.565 3.074 -1.449
C -0.535 3.070 -2.384
C -0.670 3.793 -3.562
C -1.831 4.515 -3.803
C -2.860 4.517 -2.869
C -2.728 3.800 -1.690
C -3.164 1.101 0.676
C -3.908 0.738 -0.444
C -5.092 0.033 -0.284
C -5.530 -0.309 0.986
C -4.784 0.047 2.101
C -3.595 0.744 1.950
H -0.429 6.471 4.232
H -0.267 6.878 1.801
H -0.707 5.051 0.210
H -1.427 2.384 3.509
H -1.024 4.227 5.074
H 0.368 2.495 -2.201
H 0.131 3.797 -4.290
H -1.934 5.079 -4.720
H -3.765 5.079 -3.060
H -3.535 3.804 -0.965
H -3.566 0.988 -1.441
H -5.665 -0.259 -1.155
H -6.451 -0.864 1.109
H -5.122 -0.231 3.090
H -3.010 0.984 2.827
*
```

Values from the calculation:
Frontier orbital gap in eV: 7.3
E_tot in eV: -138184.836
HOMO in eV: -11.03

***

No. 2
Molecular formula: C43H32BiCl4N4O6Sb2
Method: DFT, ωB97M-V with the def2-TZVPD basis set

Structure (ORCA input):
```
! RIJCOSX wB97M-V def2-TZVPD def2/J DEFGRID3
* xyz -1 1
Bi -0.027 -1.141 -1.390
Cl 3.574 -4.421 -6.879
C 2.634 -3.998 -5.469
C 1.462 -4.682 -5.203
C 0.718 -4.336 -4.090
Cl -0.743 -5.208 -3.749
C 1.119 -3.318 -3.220
O 0.400 -3.065 -2.137
C 2.315 -2.649 -3.513
C 2.799 -1.529 -2.629
O 1.886 -0.621 -2.295
C 3.063 -2.986 -4.631
H 1.121 -5.476 -5.852
H 3.686 -1.063 -3.073
H 3.980 -2.454 -4.845
Cl -3.131 -7.990 -0.668
C -2.438 -6.401 -0.437
C -1.314 -6.264 0.389
C -0.759 -5.032 0.593
Cl 0.646 -4.873 1.601
C -1.284 -3.841 0.000
O -0.779 -2.696 0.246
C -2.404 -4.040 -0.856
C -2.961 -2.940 -1.600
O -2.540 -1.787 -1.612
C -2.971 -5.308 -1.056
H -0.882 -7.135 0.860
H -3.839 -3.185 -2.223
H -3.822 -5.412 -1.718
C -2.463 0.924 0.473
C -1.124 1.663 0.404
C -0.842 2.282 -0.975
Sb 1.173 2.467 -1.812
C 1.398 4.511 -1.143
C 1.495 5.541 -2.073
C 1.606 6.867 -1.666
C 1.620 7.177 -0.317
C 1.524 6.159 0.624
C 1.416 4.840 0.213
C 2.555 1.732 -0.345
C 3.842 1.585 -0.867
C 4.885 1.118 -0.084
C 4.655 0.772 1.241
C 3.383 0.906 1.772
C 2.339 1.384 0.986
Sb -2.711 -0.520 2.076
C -0.875 -0.149 3.133
C -0.606 1.064 3.768
C 0.546 1.230 4.521
C 1.446 0.180 4.655
C 1.196 -1.026 4.021
C 0.039 -1.191 3.267
C -3.820 0.768 3.403
C -4.342 0.183 4.558
C -4.988 0.944 5.521
C -5.130 2.313 5.343
C -4.624 2.910 4.198
C -3.974 2.142 3.240
H -2.645 0.364 -0.446
H -3.292 1.627 0.562
H -0.324 0.996 0.723
H -1.129 2.470 1.143
H -1.173 3.321 -1.010
H -1.405 1.754 -1.750
H 1.482 5.315 -3.133
H 1.681 7.654 -2.406
H 1.708 8.208 0.004
H 1.537 6.395 1.681
H 1.358 4.058 0.963
H 4.032 1.822 -1.909
H 5.874 1.005 -0.512
H 5.463 0.390 1.852
H 3.188 0.627 2.799
H 1.365 1.476 1.443
H -1.311 1.886 3.697
H 0.740 2.178 5.008
H 2.343 0.307 5.250
H 1.899 -1.845 4.105
H -0.131 -2.130 2.761
H -4.245 -0.887 4.712
H -5.383 0.469 6.409
H -5.630 2.912 6.093
H -4.732 3.978 4.050
H -3.583 2.636 2.359
O 3.544 -2.229 -1.449
N 3.156 -2.264 -0.177
O 2.081 -1.819 0.095
N -2.137 2.326 -6.563
C -1.431 1.662 -5.931
N -0.548 0.940 -5.286
C -0.713 0.126 -4.347
N -0.767 -0.657 -3.471
*
```

Values from the calculation:
Frontier orbital gap in eV: 7.9
E_tot in eV: -132359.222
HOMO in eV: -5.89

***

No. 3
Molecular formula: C43H32NO5P2SW
Method: DFT, ωB97M-V with the def2-TZVPD basis set

Structure (ORCA input):
```
! RIJCOSX wB97M-V def2-TZVPD def2/J DEFGRID3
* xyz 3 3
W -0.077 -0.210 0.192
O -2.855 -2.898 -1.527
C -2.058 -2.291 -0.726
O -1.266 -1.405 -1.105
C -2.036 -2.631 0.698
C -2.807 -3.552 1.355
C -2.633 -3.677 2.738
C -1.722 -2.858 3.382
C -1.002 -1.945 2.625
N -1.137 -1.846 1.313
C -0.062 -0.916 3.160
O 0.269 -0.804 4.292
O 0.325 -0.102 2.155
H -2.750 -2.581 -2.450
H -3.521 -4.154 0.809
H -3.216 -4.396 3.298
H -1.556 -2.896 4.452
O -3.288 0.384 0.554
S -2.026 1.118 0.439
C -1.675 2.049 1.910
C -2.723 2.298 2.776
C -2.454 3.034 3.927
C -1.171 3.498 4.177
C -0.129 3.232 3.289
C -0.366 2.481 2.152
P 0.934 2.081 0.938
C 1.400 3.715 0.358
C 2.742 4.056 0.173
C 3.072 5.348 -0.209
C 2.073 6.291 -0.422
C 0.736 5.950 -0.246
C 0.397 4.668 0.150
C 2.453 1.262 1.469
C 2.721 0.029 0.862
C 3.810 -0.740 1.205
C 4.670 -0.258 2.191
C 4.426 0.961 2.805
C 3.319 1.726 2.444
C -2.061 2.354 -0.834
C -3.008 3.360 -0.690
C -3.031 4.386 -1.622
C -2.106 4.404 -2.660
C -1.174 3.382 -2.801
C -1.148 2.329 -1.894
P -0.081 0.886 -2.174
C -1.006 -0.126 -3.366
C -2.201 0.322 -3.913
C -2.891 -0.475 -4.826
C -2.388 -1.711 -5.192
C -1.183 -2.165 -4.650
C -0.498 -1.378 -3.741
C 1.391 1.421 -3.093
C 1.803 0.738 -4.240
C 2.924 1.167 -4.938
C 3.634 2.279 -4.513
C 3.213 2.976 -3.387
C 2.100 2.548 -2.685
H -3.719 1.925 2.564
H -3.254 3.243 4.626
H -0.971 4.068 5.076
H 0.864 3.611 3.499
H 3.527 3.324 0.313
H 4.113 5.619 -0.334
H 2.338 7.299 -0.714
H -0.038 6.691 -0.399
H -0.644 4.420 0.316
H 2.068 -0.370 0.062
H 4.007 -1.686 0.718
H 5.535 -0.843 2.472
H 5.098 1.323 3.572
H 3.148 2.682 2.926
H -3.712 3.349 0.134
H -3.765 5.176 -1.530
H -2.117 5.216 -3.376
H -0.476 3.397 -3.630
H -2.619 1.279 -3.631
H -3.820 -0.119 -5.250
H -2.922 -2.322 -5.910
H -0.780 -3.124 -4.950
H 0.433 -1.743 -3.322
H 1.261 -0.117 -4.612
H 3.235 0.630 -5.824
H 4.500 2.614 -5.068
H 3.745 3.862 -3.063
H 1.763 3.124 -1.845
*
```

Values from the calculation:
Frontier orbital gap (spin up / spin down) in eV: 7.3 / 6.3
E_tot in eV: -88051.975
HOMO (spin up / spin down) in eV: -16.62 / -16.62

***

No. 4
Molecular formula: C43H33BCaCl2N5O4P
Method: DFT, ωB97M-V with the def2-TZVPD basis set

Structure (ORCA input):
```
! RIJCOSX wB97M-V def2-TZVPD def2/J DEFGRID3
* xyz -2 1
Ca -0.472 -0.286 0.468
O 0.292 1.851 -0.017
C 0.947 2.715 0.707
C 0.847 4.098 0.402
C 1.534 5.070 1.095
C 2.383 4.722 2.146
C 2.503 3.385 2.463
C 1.807 2.371 1.791
C 2.072 1.016 2.250
N 1.403 -0.032 1.965
N 1.917 -1.202 2.483
C 1.072 -2.204 2.321
O -0.109 -2.158 1.865
C 1.622 -3.554 2.695
C 2.854 -3.709 3.325
C 3.333 -4.975 3.625
C 2.592 -6.102 3.291
C 1.366 -5.952 2.656
C 0.883 -4.684 2.364
H 0.195 4.371 -0.418
H 1.409 6.110 0.815
H 2.932 5.474 2.698
H 3.162 3.088 3.274
H 2.935 0.895 2.913
H 3.424 -2.821 3.562
H 4.294 -5.086 4.115
H 2.973 -7.091 3.518
H 0.787 -6.826 2.381
H -0.064 -4.540 1.861
O 0.132 2.996 -2.515
N -0.900 2.238 -3.034
C -1.920 2.918 -3.350
C -3.130 2.236 -3.807
C -4.080 2.965 -4.523
C -5.255 2.383 -4.956
C -5.499 1.049 -4.661
C -4.571 0.321 -3.936
C -3.371 0.886 -3.491
P -2.142 -0.110 -2.535
C -3.180 -1.535 -2.030
C -4.176 -1.291 -1.079
C -4.877 -2.336 -0.501
C -4.582 -3.648 -0.855
C -3.579 -3.902 -1.778
C -2.879 -2.852 -2.361
C -1.168 -0.751 -3.955
C 0.203 -0.518 -3.976
C 0.983 -1.004 -5.015
C 0.397 -1.719 -6.050
C -0.974 -1.938 -6.048
C -1.751 -1.452 -5.007
H 0.287 2.545 -1.633
H -1.930 4.002 -3.222
H -3.882 4.010 -4.734
H -5.979 2.965 -5.513
H -6.419 0.577 -4.986
H -4.788 -0.711 -3.697
H -4.381 -0.276 -0.756
H -5.622 -2.120 0.254
H -5.111 -4.469 -0.387
H -3.317 -4.922 -2.032
H -2.071 -3.065 -3.047
H 0.653 0.042 -3.167
H 2.053 -0.833 -5.006
H 1.008 -2.107 -6.857
H -1.437 -2.494 -6.855
H -2.821 -1.631 -5.006
Cl 0.081 -4.730 -1.945
C 1.467 -3.677 -1.918
C 2.709 -4.205 -2.278
C 3.836 -3.432 -2.264
Cl 5.372 -4.150 -2.721
C 3.775 -2.077 -1.871
C 4.880 -1.201 -1.800
C 4.693 0.091 -1.393
C 3.396 0.522 -1.059
N 2.352 -0.264 -1.121
C 2.511 -1.544 -1.512
C 1.287 -2.342 -1.527
O 0.183 -1.811 -1.212
H 2.774 -5.246 -2.566
H 5.864 -1.568 -2.061
H 5.525 0.780 -1.323
H 3.217 1.541 -0.728
B -5.127 0.877 2.524
C -3.686 0.607 1.928
N -2.662 0.383 1.440
H -5.464 -0.113 3.147
H -5.084 1.857 3.242
H -5.870 1.065 1.573
*
```

Values from the calculation:
Frontier orbital gap in eV: 6.5
E_tot in eV: -114222.075
HOMO in eV: -2.42

***

No. 5
Molecular formula: C43H33CaF5N11O4S2Si
Method: DFT, ωB97M-V with the def2-TZVPD basis set

Structure (ORCA input):
```
! RIJCOSX wB97M-V def2-TZVPD def2/J DEFGRID3
* xyz -1 1
Ca -0.593 -0.590 -0.459
C 4.660 2.076 4.897
C 4.015 1.037 4.009
C 4.791 0.187 3.226
C 4.201 -0.768 2.402
C 2.819 -0.867 2.358
C 2.024 -0.034 3.142
C 2.624 0.910 3.957
S 2.036 -2.066 1.317
O 0.935 -2.579 2.088
O 3.049 -3.007 0.909
N 1.438 -1.207 0.115
C 2.045 -0.995 -1.121
C 3.383 -1.276 -1.477
C 3.799 -1.023 -2.763
C 2.912 -0.494 -3.703
C 1.645 -0.206 -3.276
N 1.212 -0.423 -2.024
H 5.661 1.763 5.205
H 4.062 2.253 5.793
H 4.761 3.033 4.372
H 5.876 0.271 3.259
H 4.804 -1.443 1.801
H 0.943 -0.151 3.114
H 2.003 1.568 4.564
H 4.054 -1.691 -0.741
H 4.825 -1.235 -3.043
H 3.207 -0.307 -4.727
H 0.918 0.225 -3.958
N -1.536 -8.637 -4.113
C -1.525 -7.303 -3.689
C -0.420 -6.489 -3.942
C -0.450 -5.145 -3.607
C -1.579 -4.605 -3.007
C -2.683 -5.408 -2.739
C -2.652 -6.748 -3.073
S -1.605 -2.876 -2.672
O -0.630 -2.274 -3.541
O -2.983 -2.451 -2.835
N -1.117 -2.580 -1.172
C -1.778 -2.979 -0.028
N -1.660 -2.105 1.004
C -2.187 -2.442 2.173
C -2.881 -3.615 2.359
C -2.998 -4.424 1.237
N -2.462 -4.132 0.057
H -0.638 -9.059 -4.265
H -2.197 -9.241 -3.657
H 0.461 -6.913 -4.418
H 0.395 -4.497 -3.818
H -3.558 -4.970 -2.278
H -3.513 -7.382 -2.868
H -2.048 -1.731 2.982
H -3.316 -3.882 3.312
H -3.545 -5.364 1.286
C -5.771 1.864 -0.456
Si -4.527 0.680 -1.204
C -4.994 0.391 -2.980
C -4.689 -0.895 -0.251
N -2.856 1.241 -1.156
C -2.438 2.450 -1.491
C -3.297 3.542 -1.866
C -2.803 4.777 -2.192
C -1.421 5.024 -2.147
C -0.537 4.002 -1.804
C -1.042 2.770 -1.507
F -0.185 1.827 -1.218
H -6.701 1.313 -0.278
H -6.006 2.719 -1.105
H -5.423 2.262 0.509
H -6.081 0.259 -3.063
H -4.495 -0.523 -3.331
H -4.690 1.224 -3.631
H -5.748 -1.153 -0.133
H -4.237 -0.817 0.745
H -4.200 -1.706 -0.805
H -4.366 3.359 -1.891
H -3.485 5.567 -2.485
H -1.035 6.010 -2.378
H 0.535 4.154 -1.772
F 2.112 2.141 0.840
C 2.319 3.142 1.650
C 3.588 3.599 1.749
F 4.517 2.988 1.046
C 3.948 4.701 2.559
C 2.849 5.274 3.245
C 1.583 4.805 3.151
F 0.652 5.413 3.870
C 1.223 3.692 2.358
C -0.109 3.188 2.314
C -0.512 1.954 1.718
N -0.991 0.957 1.368
C -1.213 3.865 2.940
N -2.147 4.349 3.420
F 3.058 6.314 4.031
C 5.265 5.190 2.674
C 6.392 4.607 1.990
N 7.345 4.207 1.475
C 5.622 6.327 3.477
N 5.985 7.238 4.088
*
```

Values from the calculation:
Frontier orbital gap (spin up / spin down) in eV: 5.7 / 5.1
E_tot in eV: -131286.352
HOMO (spin up / spin down) in eV: -5.91 / -5.31